Entry 1:
{"formula": "C6H11P", "method": "wB97M-V/def2-TZVPD", "symbols": ["P", "C", "C", "C", "C", "C", "C", "H", "H", "H", "H", "H", "H", "H", "H", "H", "H", "H"], "coordinates": [[1.194, 1.027, -2.906], [1.325, 0.858, -0.981], [0.242, 0.384, -0.073], [-1.016, 0.858, 0.266], [-1.681, 0.133, 1.545], [-0.668, -1.092, 1.604], [0.156, -1.079, 0.298], [0.244, -0.036, -2.734], [2.279, 0.316, -3.559], [1.644, 1.777, -0.669], [2.152, 0.078, -0.871], [-1.174, 1.955, 0.071], [-2.768, -0.104, 1.430], [-1.557, 0.915, 2.241], [0.004, -0.887, 2.479], [-1.190, -1.982, 1.720], [1.179, -1.390, 0.469], [-0.368, -1.732, -0.330]], "lowdin_charge": [0.7604, -0.4449, -0.3158, -0.0320, -0.1268, -0.1703, -0.1862, -0.1104, -0.1332, 0.0115, 0.0850, 0.1047, 0.1041, 0.0686, 0.1205, 0.0693, 0.1016, 0.0939], "relative_energy_kj_mol": 160.6, "orbital_gap_ev": 9.5, "total_charge": 0, "multiplicity": 1, "homo_energy_ev": -8.59, "lumo_energy_ha": 0.0338}



Entry 2:
{"formula": "C12H17P", "method": "wB97M-V/def2-TZVPD", "symbols": ["H", "P", "C", "C", "C", "C", "C", "C", "C", "C", "C", "C", "C", "C", "H", "H", "H", "H", "H", "H", "H", "H", "H", "H", "H", "H", "H", "H", "H", "H"], "coordinates": [[0.032, 2.581, 2.373], [-1.034, 2.874, 1.580], [-1.059, 1.594, 0.428], [-2.245, 1.289, -0.473], [0.175, 0.312, 0.652], [0.960, 0.220, -0.668], [2.038, 1.159, -0.828], [2.801, 1.048, -2.172], [-0.462, -0.970, 1.131], [-0.738, -1.268, 2.518], [-1.511, -2.366, 2.825], [-1.850, -3.301, 1.942], [-1.494, -3.112, 0.622], [-1.006, -1.863, 0.199], [-2.461, 2.008, -1.314], [-3.140, 0.996, -0.074], [-1.969, 0.408, -1.058], [0.794, 0.812, 1.460], [1.410, -0.767, -0.602], [0.200, 0.261, -1.365], [2.703, 1.159, 0.047], [1.669, 2.170, -0.927], [2.098, 1.296, -2.995], [3.212, 0.031, -2.374], [3.736, 1.667, -2.228], [-0.275, -0.613, 3.320], [-1.728, -2.443, 3.943], [-2.279, -4.193, 2.176], [-1.631, -3.868, -0.087], [-0.867, -1.684, -0.868]], "lowdin_charge": [-0.1943, 0.8291, -0.5191, -0.1547, -0.2322, -0.2497, -0.2877, -0.1084, -0.1954, -0.0278, -0.1289, -0.1109, -0.0584, -0.0410, 0.0952, 0.0372, 0.0489, 0.1026, 0.1291, 0.0822, 0.1219, 0.1014, 0.0781, 0.0714, 0.0784, 0.1292, 0.1315, 0.0784, 0.0862, 0.1075], "relative_energy_kj_mol": 286.8, "orbital_gap_ev": 8.9, "total_charge": 0, "multiplicity": 1, "homo_energy_ev": -8.68, "lumo_energy_ha": 0.0069}



Entry 3:
{"formula": "C26H28MoN5O8S2Te", "method": "wB97M-V/def2-TZVPD", "symbols": ["Mo", "O", "S", "C", "C", "C", "C", "H", "H", "H", "H", "H", "H", "H", "H", "O", "N", "O", "C", "C", "C", "C", "O", "C", "C", "N", "O", "O", "N", "O", "O", "H", "H", "S", "C", "N", "C", "C", "C", "N", "H", "H", "H", "H", "H", "H", "H", "H", "Te", "C", "C", "C", "C", "C", "C", "C", "C", "C", "C", "C", "C", "H", "H", "H", "H", "H", "H", "H", "H", "H", "H"], "coordinates": [[-0.875, 1.338, -0.008], [0.990, 2.114, 0.245], [2.409, 2.393, -0.339], [3.163, 0.752, -0.562], [4.321, 0.653, 0.432], [3.891, 1.438, 1.667], [3.399, 2.774, 1.128], [3.441, 0.638, -1.609], [2.354, 0.055, -0.329], [5.223, 1.092, 0.002], [4.542, -0.390, 0.652], [4.708, 1.587, 2.371], [3.084, 0.925, 2.195], [4.219, 3.394, 0.756], [2.776, 3.371, 1.794], [-6.033, -3.602, 2.358], [-4.851, -3.550, 2.139], [-4.026, -4.415, 2.332], [-4.320, -2.236, 1.685], [-2.980, -2.107, 1.531], [-2.511, -0.855, 1.094], [-3.407, 0.228, 0.740], [-2.850, 1.298, 0.266], [-4.784, 0.019, 0.980], [-5.236, -1.182, 1.444], [-5.776, 1.088, 0.700], [-5.368, 2.058, 0.104], [-6.887, 0.906, 1.125], [-1.228, -0.507, 0.901], [-0.297, -1.511, 0.765], [-0.588, 0.645, -1.489], [-2.315, -2.928, 1.771], [-6.295, -1.332, 1.618], [-1.632, 3.639, 0.376], [-0.495, 4.853, -0.197], [-0.169, 5.821, 0.635], [0.532, 7.050, 0.215], [0.300, 7.270, -1.268], [0.658, 6.007, -2.033], [-0.073, 4.863, -1.448], [-0.548, 5.774, 1.570], [1.595, 6.942, 0.438], [0.143, 7.872, 0.810], [0.910, 8.101, -1.617], [-0.745, 7.528, -1.448], [1.729, 5.807, -1.993], [0.364, 6.081, -3.077], [-0.483, 4.189, -2.076], [-0.572, -2.498, -0.983], [-0.827, -4.354, -0.071], [-0.165, -4.711, 1.097], [-0.387, -5.981, 1.605], [-1.233, -6.863, 0.939], [-1.881, -6.487, -0.229], [-1.690, -5.213, -0.746], [1.439, -2.529, -1.504], [2.426, -2.849, -0.574], [3.731, -2.975, -1.019], [4.031, -2.796, -2.369], [3.035, -2.479, -3.282], [1.721, -2.340, -2.854], [0.484, -4.020, 1.619], [0.101, -6.283, 2.522], [-1.394, -7.854, 1.342], [-2.544, -7.176, -0.735], [-2.215, -4.907, -1.644], [2.185, -3.019, 0.467], [4.512, -3.244, -0.321], [5.049, -2.922, -2.711], [3.273, -2.354, -4.329], [0.942, -2.094, -3.567]], "lowdin_spin": [0.8726, 0.0842, 0.0104, 0.0042, 0.0008, 0.0003, 0.0014, 0.0000, 0.0000, 0.0000, 0.0003, 0.0001, -0.0001, -0.0001, -0.0001, 0.0216, 0.0031, -0.0110, 0.0735, 0.0455, 0.1325, 0.1512, 0.1011, -0.0047, 0.1358, -0.0031, -0.0004, -0.0065, 0.2825, 0.0391, -0.0142, 0.0002, 0.0044, 0.0196, 0.0049, 0.0005, 0.0004, 0.0000, 0.0001, 0.0006, 0.0005, -0.0001, 0.0000, 0.0000, 0.0000, 0.0000, 0.0000, 0.0001, 0.0312, 0.0028, 0.0006, 0.0007, 0.0021, 0.0000, 0.0033, 0.0022, 0.0009, 0.0002, 0.0018, -0.0001, 0.0022, 0.0001, 0.0000, 0.0001, 0.0000, 0.0004, 0.0000, 0.0000, 0.0001, 0.0000, 0.0003], "relative_energy_kj_mol": 48.5, "orbital_gap_ev": [7.4, 5.8], "total_charge": 3, "multiplicity": 3, "homo_energy_ev": [-16.94, -17.12], "lumo_energy_ha": [-0.3504, -0.4161]}



Entry 4:
{"formula": "C6H10", "method": "wB97M-V/def2-TZVPD", "symbols": ["C", "C", "C", "C", "C", "C", "H", "H", "H", "H", "H", "H", "H", "H", "H", "H"], "coordinates": [[-1.788, -1.398, 1.063], [-1.787, 0.118, 1.112], [-0.901, 0.756, 0.395], [-0.108, 1.132, -0.572], [1.394, 1.229, -0.607], [1.950, -0.187, -0.836], [-0.776, -1.773, 1.243], [-2.458, -1.835, 1.807], [-2.091, -1.754, 0.071], [-2.554, 0.646, 1.672], [-0.600, 1.184, -1.541], [1.811, 1.667, 0.306], [1.682, 1.880, -1.440], [1.338, -0.719, -1.573], [2.984, -0.178, -1.195], [1.904, -0.767, 0.093]], "lowdin_charge": [-0.1044, -0.1609, -0.0569, -0.1371, -0.2554, -0.1139, 0.0691, 0.0639, 0.0757, 0.0931, 0.1127, 0.1061, 0.0981, 0.0726, 0.0658, 0.0712], "relative_energy_kj_mol": 153.8, "orbital_gap_ev": 10.2, "total_charge": 0, "multiplicity": 1, "homo_energy_ev": -9.13, "lumo_energy_ha": 0.0396}



Entry 5:
{"formula": "C34H47Cl4N2O5S2Si", "method": "wB97M-V/def2-TZVPD", "symbols": ["C", "N", "C", "C", "O", "C", "C", "C", "C", "C", "C", "C", "C", "C", "C", "C", "C", "Si", "C", "C", "C", "C", "C", "C", "C", "C", "N", "S", "C", "O", "O", "C", "C", "C", "C", "C", "C", "C", "C", "S", "C", "O", "O", "H", "H", "H", "H", "H", "H", "H", "H", "H", "H", "H", "H", "H", "H", "H", "H", "H", "H", "H", "H", "H", "H", "H", "H", "H", "H", "H", "H", "H", "H", "H", "H", "H", "H", "H", "H", "H", "H", "H", "H", "H", "H", "H", "H", "H", "H", "H", "C", "Cl", "Cl", "Cl", "Cl"], "coordinates": [[0.004, 5.659, 2.095], [1.114, 5.148, 2.960], [1.089, 5.730, 4.321], [1.133, 3.721, 2.965], [1.471, 3.144, 1.943], [0.787, 2.809, 4.203], [-0.085, 1.598, 3.788], [0.588, 0.488, 3.116], [-0.185, -0.710, 2.738], [0.651, -1.832, 2.074], [0.472, -1.718, 0.480], [1.523, -0.626, -0.060], [2.568, -1.214, -1.092], [2.140, -0.949, -2.618], [1.376, -2.259, -3.120], [2.356, -3.067, -4.080], [2.463, -2.218, -5.444], [1.842, -3.190, -6.960], [3.186, -4.455, -7.493], [0.156, -4.060, -6.676], [1.609, -1.919, -8.385], [2.021, -2.310, -9.752], [1.887, -1.331, -10.852], [1.333, -0.002, -10.565], [0.895, 0.394, -9.208], [1.036, -0.582, -8.130], [-1.570, -0.809, 2.976], [-2.520, -2.183, 2.512], [-3.748, -1.589, 1.251], [-3.257, -2.782, 3.629], [-1.824, -3.284, 1.859], [-2.246, 0.260, 3.630], [-3.763, 0.200, 3.970], [-4.795, 0.806, 3.105], [-6.204, 0.770, 3.477], [-6.673, 0.144, 4.726], [-5.666, -0.480, 5.589], [-4.261, -0.425, 5.218], [-1.572, 1.484, 4.032], [-2.331, 2.939, 4.827], [-1.845, 2.875, 6.619], [-1.837, 4.220, 4.276], [-3.789, 3.008, 4.799], [-0.483, 4.781, 1.582], [-0.753, 6.250, 2.670], [0.470, 6.262, 1.262], [0.040, 5.802, 4.743], [1.719, 5.136, 5.049], [1.551, 6.757, 4.275], [0.312, 3.340, 5.063], [1.766, 2.392, 4.587], [1.679, 0.560, 2.911], [1.750, -1.647, 2.254], [0.450, -2.861, 2.465], [-0.541, -1.295, 0.224], [0.685, -2.682, -0.044], [2.117, -0.156, 0.774], [0.989, 0.234, -0.563], [2.834, -2.294, -0.911], [3.530, -0.632, -0.960], [1.470, -0.041, -2.605], [3.020, -0.679, -3.258], [1.134, -2.876, -2.213], [0.466, -1.908, -3.676], [3.352, -3.199, -3.584], [1.907, -4.085, -4.251], [1.803, -1.307, -5.341], [3.516, -1.844, -5.527], [4.047, -3.969, -8.025], [2.734, -5.226, -8.177], [3.534, -5.003, -6.570], [0.252, -4.724, -5.779], [-0.600, -3.236, -6.532], [-0.076, -4.626, -7.613], [2.431, -3.316, -9.991], [2.184, -1.587, -11.896], [1.230, 0.764, -11.373], [0.490, 1.428, -9.061], [0.735, -0.356, -7.073], [-4.793, -1.756, 1.638], [-3.623, -2.137, 0.280], [-3.563, -0.499, 1.065], [-4.531, 1.329, 2.149], [-6.994, 1.253, 2.849], [-7.735, 0.114, 5.054], [-5.938, -1.005, 6.541], [-3.465, -0.871, 5.874], [-1.094, 2.066, 6.804], [-2.797, 2.734, 7.203], [-1.391, 3.872, 6.847], [3.734, 1.869, 7.626], [2.419, 1.371, 6.535], [4.157, 0.520, 8.691], [5.147, 2.334, 6.666], [3.197, 3.248, 8.599]], "lowdin_charge": [-0.0536, -0.1367, -0.0851, -0.4002, 0.0847, -0.1060, -0.0754, 0.0867, -0.0941, -0.1248, -0.1440, -0.1881, -0.2050, -0.1902, -0.2085, -0.2361, -0.2609, 0.5683, -0.1973, -0.1822, -0.2433, -0.0822, -0.0768, -0.0879, -0.0811, -0.0984, -0.0355, 0.7299, -0.0860, -0.2679, -0.2746, -0.0835, -0.2069, -0.0588, -0.0461, -0.0292, -0.0452, -0.0275, -0.0960, 0.7053, -0.0980, -0.3212, -0.3031, 0.0953, 0.0932, 0.0991, 0.0834, 0.0962, 0.1049, 0.0820, 0.0470, 0.1376, 0.1272, 0.1205, 0.1054, 0.1085, 0.0909, 0.1118, 0.1145, 0.1073, 0.1028, 0.1061, 0.0871, 0.1074, 0.1096, 0.0846, 0.0588, 0.0872, 0.0410, 0.0359, 0.0350, 0.0258, 0.0402, 0.0400, 0.0878, 0.0943, 0.0934, 0.0957, 0.0841, 0.0948, 0.0899, 0.0611, 0.1229, 0.1121, 0.1096, 0.1147, 0.1224, 0.0691, 0.0889, 0.0807, -2.0214, 0.5533, 0.5460, 0.5430, 0.5337], "orbital_gap_ev": 5.2, "total_charge": 1, "multiplicity": 1, "homo_energy_ev": -10.03, "lumo_energy_ha": -0.1794}



Entry 6:
{"formula": "C2H4OP2", "method": "wB97M-V/def2-TZVPD", "symbols": ["C", "C", "P", "O", "P", "H", "H", "H", "H"], "coordinates": [[-2.298, -0.519, -0.283], [-1.230, -0.285, 0.254], [0.289, 0.336, 0.894], [0.579, 1.624, -0.492], [1.741, -0.901, -0.147], [-3.349, -0.485, -0.361], [-0.138, 1.758, -1.127], [1.604, -1.484, 1.057], [2.803, -0.044, 0.204]], "lowdin_charge": [0.0451, -0.4519, 0.6525, -0.4717, 0.5606, 0.0183, 0.0051, -0.2194, -0.1385], "relative_energy_kj_mol": 144.7, "orbital_gap_ev": 9.2, "total_charge": 0, "multiplicity": 1, "homo_energy_ev": -9.11, "lumo_energy_ha": 0.0020}



Entry 7:
{"formula": "C3H8N2OS", "method": "wB97M-V/def2-TZVPD", "symbols": ["C", "C", "C", "N", "N", "O", "S", "H", "H", "H", "H", "H", "H", "H", "H"], "coordinates": [[-0.225, -1.204, -0.409], [-0.548, 0.282, -0.467], [-1.244, 0.774, 0.843], [1.171, -1.293, 0.092], [0.696, 1.091, -0.842], [2.640, 0.584, 1.047], [2.173, 0.150, -0.225], [-0.774, -1.835, 0.230], [-0.248, -1.794, -1.465], [-1.304, 0.538, -1.298], [-1.932, 0.097, 1.239], [-1.992, 1.612, 0.558], [-0.549, 1.266, 1.478], [1.285, -1.375, 1.117], [0.850, 1.106, -1.898]], "lowdin_charge": [-0.2417, -0.4262, -0.0582, -0.2332, -0.1800, -0.4870, 0.8820, 0.0856, 0.1492, 0.1449, 0.0445, 0.1021, 0.0576, 0.0770, 0.0834], "relative_energy_kj_mol": 264.7, "orbital_gap_ev": 10.2, "total_charge": 0, "multiplicity": 1, "homo_energy_ev": -9.51, "lumo_energy_ha": 0.0269}



Entry 8:
{"formula": "C5H8O", "method": "wB97M-V/def2-TZVPD", "symbols": ["O", "C", "C", "C", "C", "C", "H", "H", "H", "H", "H", "H", "H", "H"], "coordinates": [[-2.091, 0.502, 0.183], [-0.871, 0.187, -0.458], [0.263, 1.211, -0.164], [1.451, 0.350, 0.177], [1.144, -0.944, 0.234], [-0.310, -1.208, -0.061], [-1.916, 0.490, 1.134], [-1.099, 0.197, -1.529], [-0.019, 1.867, 0.674], [0.450, 1.874, -1.019], [2.441, 0.751, 0.377], [1.853, -1.727, 0.487], [-0.454, -1.950, -0.856], [-0.842, -1.599, 0.821]], "lowdin_charge": [-0.0423, -0.3688, -0.1336, -0.1019, -0.1020, -0.1336, 0.0925, 0.1428, 0.1147, 0.1101, 0.0988, 0.0986, 0.1102, 0.1146], "relative_energy_kj_mol": 76.1, "orbital_gap_ev": 10.4, "total_charge": 0, "multiplicity": 1, "homo_energy_ev": -9.33, "lumo_energy_ha": 0.0391}



Calculated max |F| (eV/Å), listed in the same order as above: 5.0; 5.2; 1.3; 0.3; 7.7; 4.5; 4.2; 0.3
Calculated energy (eV), listed in the same order as above: -15686.179; -22005.461; -82033.327; -6382.266; -128862.152; -22760.560; -19101.759; -7361.467